Entry 1:
19
Properties=species:S:1:pos:R:3:forces:R:3 method="wB97M-V/def2-TZVPD" total_charge=0 gap_ev=9.280 smiles=CC1CC2(CC2)C1
C 0.87478 1.43898 1.99149 -0.2 0.1 0.0
C 0.59127 1.09193 0.55070 -2.2 -0.7 0.5
C 1.04239 -0.29158 0.09715 -0.1 -0.1 -0.2
C -0.27551 -0.54725 -0.58727 -0.1 -0.4 0.0
C -0.37595 -0.67743 -2.07484 0.0 0.1 -0.2
C -0.77150 -1.81690 -1.16867 -0.1 -0.3 0.0
C -1.06962 0.44898 0.20889 0.1 -0.6 0.7
H 1.95458 1.49212 2.21235 -0.3 0.0 -0.3
H 0.47150 0.64580 2.64339 0.1 0.2 0.0
H 0.43959 2.39818 2.28002 0.0 -0.1 0.1
H -0.08217 1.69186 -0.05844 2.3 1.8 -1.1
H 1.94928 -0.42797 -0.50501 -0.1 0.3 0.1
H 1.12988 -0.94422 0.98667 0.0 0.3 -0.2
H 0.55305 -0.77266 -2.63376 -0.2 0.0 0.1
H -1.16088 -0.13575 -2.59631 0.1 -0.1 0.1
H -0.11553 -2.67840 -1.10442 -0.1 0.0 -0.1
H -1.82952 -2.03390 -1.05601 0.1 0.0 0.0
H -1.44001 0.16192 1.18148 -0.3 -0.7 0.2
H -1.88561 0.95628 -0.36740 0.9 0.2 0.6

=====

Entry 2:
63
Properties=species:S:1:pos:R:3:forces:R:3 method="wB97M-V/def2-TZVPD" total_charge=0 spin_multiplicity=4 s_squared=3.893 gap_ev="7.980 / 8.175"
Tc -0.52071 -0.26836 0.59333 0.0 0.0 0.0
Se 1.94645 -0.18517 1.86971 0.0 0.0 0.0
P 1.76363 1.86404 1.21793 -0.1 -0.1 0.0
Se -0.36849 2.26848 0.88024 0.0 0.0 0.0
C 2.43251 3.02699 2.43224 -0.1 0.0 0.0
C 3.79018 3.33491 2.41629 0.0 0.0 0.0
C 4.31935 4.16709 3.39042 0.0 0.0 0.0
C 3.49721 4.69112 4.37806 0.0 0.0 0.0
C 2.14450 4.38138 4.39607 0.0 0.0 0.0
C 1.60961 3.54778 3.42606 0.0 0.0 0.0
C 2.68774 2.19106 -0.30304 0.0 0.0 0.0
C 3.31914 1.16887 -0.99655 0.0 0.0 0.0
C 3.99070 1.45464 -2.17879 0.0 0.0 0.0
C 4.02660 2.75188 -2.66288 0.0 0.0 0.0
C 3.38966 3.77578 -1.96953 0.0 0.0 0.0
C 2.71899 3.49740 -0.79237 0.0 0.0 0.0
H 4.43158 2.92817 1.64410 0.0 0.0 0.0
H 5.37431 4.40743 3.37572 0.0 0.0 0.0
H 3.91219 5.34376 5.13524 0.0 0.0 0.0
H 1.50400 4.78957 5.16678 0.0 0.0 0.0
H 0.55565 3.30062 3.43378 0.0 0.0 0.0
H 3.27357 0.15705 -0.61556 0.0 0.0 0.0
H 4.48395 0.65762 -2.72023 0.0 0.0 0.0
H 4.54951 2.97005 -3.58524 0.0 0.0 0.0
H 3.41398 4.78841 -2.35015 0.0 0.0 0.0
H 2.21477 4.29168 -0.25409 0.0 0.0 0.0
C -3.43575 0.72910 -0.72036 0.0 0.0 0.0
C -3.61511 -0.01870 0.60219 0.0 0.0 0.0
C -4.23729 0.95305 1.62308 0.0 0.0 0.0
C -2.28245 -0.47317 1.15116 0.0 0.0 0.0
C -4.48365 -1.27362 0.45039 0.0 0.0 0.0
C -4.89616 -1.97918 1.58150 0.0 0.0 0.0
C -5.66170 -3.12814 1.47319 0.0 0.0 0.0
C -6.03252 -3.60484 0.22342 0.0 0.0 0.0
C -5.62567 -2.91936 -0.90856 0.0 0.0 0.0
C -4.85764 -1.76699 -0.79545 0.0 0.0 0.0
H -2.87656 1.64929 -0.54801 0.0 0.0 0.0
H -4.40230 0.99685 -1.15093 0.0 0.0 0.0
H -2.87881 0.13678 -1.44862 0.0 0.0 0.0
H -3.59586 1.82883 1.73520 0.0 0.0 0.0
H -4.35696 0.49830 2.60534 0.0 0.0 0.0
H -5.21853 1.27876 1.27252 0.0 0.0 0.0
H -2.37868 -1.07059 2.06999 0.0 0.0 0.0
H -4.61472 -1.63370 2.56846 0.0 0.0 0.0
H -5.96787 -3.65387 2.36869 0.0 0.0 0.0
H -6.63012 -4.50278 0.13552 0.0 0.0 0.0
H -5.90246 -3.28042 -1.89094 0.0 0.0 0.0
H -4.55208 -1.25747 -1.69809 0.0 0.0 0.0
O 0.36278 -4.75131 -0.85463 0.0 0.0 0.0
C 1.15094 -4.23561 -1.82678 0.0 0.0 0.0
C 1.87787 -5.07327 -2.67142 0.0 0.0 0.0
C 2.67795 -4.54958 -3.66900 0.0 0.0 0.0
C 2.76708 -3.17460 -3.84735 0.0 0.0 0.0
C 2.04626 -2.34357 -3.01189 0.0 0.0 0.0
C 1.23599 -2.84816 -1.99421 0.0 0.0 0.0
C 0.52597 -1.86166 -1.13974 0.0 0.0 0.0
O 0.61545 -0.63403 -1.40357 0.0 0.0 0.0
O -0.15337 -2.22911 -0.12256 0.0 0.1 0.0
H 0.41710 -5.71245 -0.88855 0.0 0.0 0.0
H 1.80719 -6.14709 -2.53488 0.0 0.0 0.0
H 3.23321 -5.22132 -4.31105 0.0 0.0 0.0
H 3.38916 -2.76051 -4.62881 0.0 0.0 0.0
H 2.08870 -1.26814 -3.12279 0.0 0.0 0.0